{"formula": "C3H3EuO2", "method": "wB97M-V/def2-TZVPD", "elements": ["C", "H", "H", "H", "C", "O", "C", "O", "Eu"], "coordinates": [[0.55997, 0.39639, -1.03466], [1.18485, -0.02023, -1.83347], [-0.25363, 0.98275, -1.49039], [1.24073, 1.08200, -0.50764], [-0.09798, -0.89065, -0.28652], [0.21682, -2.05214, -0.38357], [-0.24748, -0.15193, 0.96866], [-1.19392, 0.69421, 1.10021], [-1.40936, -0.04039, 3.46739]], "atomic_forces_ev_per_a": [[-0.310, -1.326, -2.321], [-0.192, 0.058, -0.035], [0.271, -0.112, 0.241], [-0.577, -0.535, 0.589], [4.103, 2.137, 1.209], [-1.232, 0.402, -0.992], [-3.145, -0.290, 2.441], [0.151, -0.788, 1.048], [0.932, 0.453, -2.180]], "lowdin_charge": [-0.017, 0.087, 0.087, 0.087, -0.413, 0.089, -0.321, -0.295, 1.697], "spin_multiplicity": 8, "homo_ev": [-11.24, -11.35], "relative_energy_kcal_mol": 100.7, "largest_force_ev_per_a": 4.78, "charge": 1}